## i
C4H8O | wB97M-V/def2-TZVPD

Element x y z (Å)
O -1.135 1.017 1.345
C -0.054 0.571 0.608
C -0.233 0.470 -0.945
C 0.498 -0.892 -0.875
C 0.274 -0.923 0.712
H -1.045 2.022 1.407
H 0.773 1.248 0.806
H 0.234 1.313 -1.521
H -1.347 0.399 -1.171
H 0.034 -1.721 -1.449
H 1.572 -0.786 -1.116
H 1.104 -1.322 1.321
H -0.677 -1.397 0.877

Calculated values
E_LUMO = 0.929 eV
Multiplicity = 1
Structure (SMILES) = OC1CCC1
HOMO-LUMO gap = 10.6 eV

## ii
C4H8O | wB97M-V/def2-TZVPD

Element x y z (Å)
C 1.484 0.407 -0.511
C -0.013 0.235 -0.381
C -0.595 -1.082 0.093
C -1.808 -0.362 0.718
O -0.555 1.017 0.741
H 1.976 0.217 0.447
H 1.733 1.421 -0.842
H 1.892 -0.295 -1.249
H -0.531 0.571 -1.284
H 0.100 -1.596 0.776
H -0.854 -1.760 -0.725
H -1.805 -0.570 1.806
H -1.022 1.797 0.411

Calculated values
E_LUMO = 0.769 eV
Multiplicity = 1
HOMO-LUMO gap = 8.5 eV

The least stable of them is ii.

## i
H4N2O3Si | wB97M-V/def2-TZVPD

Element x y z (Å)
N -1.256 -1.087 -0.315
Si -0.125 0.417 0.493
O -0.680 1.819 -0.074
N 1.530 -0.027 -0.196
O 1.911 0.540 -1.213
O 2.186 -0.895 0.332
H -2.303 -1.074 -0.166
H -1.148 -2.002 0.141
H 0.079 0.298 1.859
H -0.193 2.011 -0.860

Calculated values
E_LUMO = -0.264 eV
Multiplicity = 1
Structure (SMILES) = N[Si@H](O)[N+](=O)[O-]
HOMO-LUMO gap = 9.9 eV

## ii
H4N2O3Si | wB97M-V/def2-TZVPD

Element x y z (Å)
N -1.351 -0.971 0.192
N 1.085 -0.210 -0.975
O 1.281 -1.377 -1.266
O 1.690 0.734 -1.459
O -0.729 1.661 0.158
Si -0.128 0.187 0.309
H -2.207 -0.889 0.715
H -1.112 -1.927 -0.011
H -0.148 2.418 0.094
H 1.621 0.375 2.241

Calculated values
E_LUMO (spin up / spin down) = -1.005 / -0.963 eV
Multiplicity = 1
HOMO-LUMO gap (spin up / spin down) = 8.2 / 8.0 eV

The least stable of them is ii.

## i
C4H12N3 | wB97M-V/def2-TZVPD

Element x y z (Å)
C 0.581 0.926 1.477
C -0.732 0.608 2.109
C -1.837 1.325 1.847
H 0.530 0.343 0.513
H 0.636 1.987 1.189
H 1.476 0.605 2.017
H -0.774 -0.283 2.727
H -2.867 1.090 2.147
H -1.714 2.256 1.296
N -0.824 -0.461 -1.040
C 0.575 -0.656 -0.881
N 0.766 -2.092 -1.019
N 1.324 0.482 -1.953
H -0.914 0.524 -1.309
H -1.118 -1.034 -1.819
H 0.146 -2.470 -0.300
H 0.388 -2.261 -1.942
H 1.887 0.848 -1.187
H 1.938 -0.187 -2.428

Calculated values
E_LUMO = -7.049 eV
Multiplicity = 1
Charge = +1
HOMO-LUMO gap = 6.8 eV

## ii
C4H12N3 | wB97M-V/def2-TZVPD

Element x y z (Å)
N 1.951 -1.362 -1.409
C 0.757 -1.364 -0.697
C -0.015 -0.240 -0.524
N 0.453 1.071 -0.957
C -1.261 -0.386 0.190
C -1.120 0.191 1.649
N -0.754 1.635 1.529
H 2.310 -2.225 -1.649
H 2.190 -0.665 -2.097
H 0.629 -2.353 -0.236
H -0.118 1.404 -1.747
H 1.428 1.173 -1.038
H -1.647 -1.421 0.501
H -2.267 0.038 -0.342
H -0.316 -0.421 2.180
H -2.047 -0.159 2.290
H -1.632 2.147 1.241
H -0.209 2.172 2.304
H -0.046 1.697 0.747

Calculated values
E_LUMO = -3.175 eV
Multiplicity = 1
Charge = +1
Structure (SMILES) = N/C=C(\N)CC[NH3+]
HOMO-LUMO gap = 8.2 eV

## iii
C4H12N3 | wB97M-V/def2-TZVPD

Element x y z (Å)
C -1.768 1.081 0.990
C 0.677 -0.383 -2.227
C -1.722 -1.259 1.164
C 1.022 -0.330 -0.803
N 2.252 0.831 0.845
N 1.723 0.655 -0.427
N -1.201 0.009 0.622
H -1.382 1.935 0.434
H -2.534 1.052 1.733
H 0.895 -1.417 -2.366
H 1.392 0.274 -2.788
H -0.400 0.020 -2.372
H -1.082 -2.055 0.684
H -2.819 -1.344 0.974
H -1.591 -1.360 2.226
H 0.537 -1.005 -0.096
H 1.877 0.106 1.373
H 2.192 1.835 1.162
H 1.931 1.356 -1.127

Calculated values
E_LUMO = -3.705 eV
Multiplicity = 1
Charge = +1
HOMO-LUMO gap = 10.1 eV

## iv
C4H12N3 | wB97M-V/def2-TZVPD

Element x y z (Å)
C -1.441 -1.535 -0.782
C -0.631 -0.228 -0.679
N -1.338 0.650 0.201
C -0.512 1.637 0.811
N 0.897 0.926 1.121
C 0.930 -0.455 0.184
N 1.895 -0.482 -0.799
H -2.310 -1.348 -1.502
H -1.617 -2.160 0.101
H -0.851 -2.161 -1.443
H -0.411 0.334 -1.613
H -1.484 0.064 0.986
H -0.236 2.431 0.143
H -0.912 2.068 1.690
H 1.748 1.386 0.927
H 0.913 0.391 1.953
H 0.756 -1.253 0.848
H 1.682 0.179 -1.532
H 2.924 -0.444 -0.617

Calculated values
E_LUMO = -3.162 eV
Multiplicity = 1
Charge = +1
Structure (SMILES) = C[C@H]1NC[NH2+][C@@H]1N
HOMO-LUMO gap = 11.0 eV

The least stable of them is i.

## i
C4H12N3 | wB97M-V/def2-TZVPD

Element x y z (Å)
C -3.435 0.118 0.280
C -2.349 0.675 -0.212
C -0.623 -1.479 -0.072
C -0.631 -0.041 -0.017
N 0.450 1.968 -0.074
N 0.474 0.622 -0.040
N 2.958 -0.080 0.004
H -4.467 0.492 -0.004
H -3.369 -0.806 0.856
H -2.190 1.479 -0.809
H -0.624 -1.844 -1.104
H 0.321 -1.793 0.391
H -1.677 -1.983 0.184
H 1.305 2.483 0.007
H -0.100 2.458 0.599
H 1.362 0.123 -0.350
H 3.321 0.229 0.906
H 3.718 -0.692 -0.215
H 3.186 0.700 -0.638

Calculated values
E_LUMO = -3.641 eV
Multiplicity = 1
Charge = +1
HOMO-LUMO gap = 10.1 eV

## ii
C4H12N3 | wB97M-V/def2-TZVPD

Element x y z (Å)
N -0.544 -0.212 2.704
C -0.883 -0.189 1.310
C -0.014 -0.694 0.440
N 1.391 -0.812 1.004
C 0.055 -0.431 -1.033
C -0.188 0.996 -1.474
N 0.058 1.172 -2.920
H -0.219 0.700 3.015
H -1.351 -0.444 3.274
H -1.715 0.435 1.024
H 1.185 -0.659 2.011
H 1.715 -1.770 0.907
H 1.936 -0.018 0.679
H -0.628 -1.096 -1.580
H 0.998 -0.770 -1.468
H -1.182 1.374 -1.214
H 0.528 1.654 -0.969
H -0.576 1.899 -3.214
H -0.160 0.319 -3.420

Calculated values
E_LUMO = -3.666 eV
Multiplicity = 1
Charge = +1
Structure (SMILES) = N/C=C(\[NH3+])CCN
HOMO-LUMO gap = 9.1 eV

The least stable of them is i.

## i
C4H12N3 | wB97M-V/def2-TZVPD

Element x y z (Å)
N -1.781 2.230 -0.198
C -1.460 1.135 0.542
C -0.691 0.148 0.037
N -0.181 0.391 -1.386
C -0.215 -1.160 0.680
C 1.335 -1.095 0.853
N 2.002 -1.256 -0.453
H -1.522 3.108 0.329
H -2.788 2.303 -0.384
H -1.867 1.279 1.523
H -0.636 -0.140 -2.175
H -0.117 1.428 -1.580
H 0.707 -0.066 -1.064
H -0.779 -1.236 1.595
H -0.415 -2.109 0.011
H 1.586 -0.107 1.337
H 1.561 -1.815 1.587
H 2.265 -2.258 -0.757
H 2.997 -0.780 -0.499

Calculated values
E_LUMO = -2.923 eV
Multiplicity = 1
Charge = +1
Structure (SMILES) = N/C=C(\[NH3+])CCN
HOMO-LUMO gap = 10.6 eV

## ii
C4H12N3 | wB97M-V/def2-TZVPD

Element x y z (Å)
C 2.716 0.814 -2.299
C 1.594 0.599 -1.490
C -2.233 -0.040 1.467
C 1.442 1.384 -0.283
N -1.113 -0.431 0.953
N -3.162 -0.916 2.039
N -1.051 -1.657 0.449
H 3.468 1.592 -1.992
H 2.942 0.236 -3.239
H 0.668 0.370 -2.102
H -2.323 1.088 1.718
H 0.532 1.910 -0.171
H 2.290 1.984 -0.110
H 1.392 0.664 0.568
H -3.984 -0.671 2.607
H -3.145 -1.917 1.955
H -0.124 -2.072 0.325
H 1.761 -0.503 -1.232
H -1.670 -2.437 0.838

Calculated values
E_LUMO = -7.200 eV
Multiplicity = 1
Charge = +1
HOMO-LUMO gap = 3.3 eV

The least stable of them is ii.

## i
C7H14N3 | wB97M-V/def2-TZVPD

Element x y z (Å)
C 2.103 -2.276 1.698
C 2.219 -2.925 0.501
C 1.143 -1.313 1.508
C -1.239 -0.077 0.162
C -0.741 -1.744 -1.693
C -0.900 3.975 -0.654
C -0.310 -1.030 -0.467
N 1.498 -2.459 -0.444
N 0.837 -1.458 0.175
N -0.497 2.756 0.232
H 2.739 -2.450 2.546
H 2.845 -3.863 0.421
H 0.723 -0.598 2.123
H -1.456 -0.218 1.231
H -2.107 -0.021 -0.413
H -1.044 1.170 0.120
H 0.034 -1.989 -2.358
H -1.547 -1.353 -2.259
H -1.124 -2.710 -1.372
H -1.647 4.340 -0.036
H -0.110 4.788 -0.575
H -1.123 3.935 -1.663
H 0.449 2.702 0.046
H -0.746 2.816 1.170

Calculated values
E_LUMO = -5.080 eV
Multiplicity = 1
Charge = +1
HOMO-LUMO gap = 8.1 eV

## ii
C7H14N3 | wB97M-V/def2-TZVPD

Element x y z (Å)
C -1.494 -0.553 0.831
C -0.780 -0.591 2.044
C -1.288 0.089 3.323
N 0.461 -1.163 1.946
C 1.396 -0.914 1.142
N 1.226 0.303 0.489
N 0.203 0.646 -0.265
C 0.123 0.306 -1.688
C 0.757 -1.065 -2.065
C 0.767 1.496 -2.423
H -1.257 -1.085 -0.037
H -2.370 0.040 0.977
H -2.358 -0.251 3.320
H -1.111 1.204 3.229
H -0.730 -0.329 4.193
H 2.392 -1.247 1.102
H -0.195 1.561 0.005
H -0.992 0.256 -1.937
H 1.840 -0.969 -2.157
H 0.296 -1.760 -1.274
H 0.304 -1.341 -3.120
H 0.097 2.327 -2.294
H 1.006 1.314 -3.457
H 1.708 1.724 -1.886

Calculated values
E_LUMO = -5.806 eV
Multiplicity = 1
Charge = +1
Structure (SMILES) = C=C(C)/N=C\N=[NH+]/C(C)C
HOMO-LUMO gap = 7.8 eV

## iii
C7H14N3 | wB97M-V/def2-TZVPD

Element x y z (Å)
C 2.435 0.821 -0.822
C 2.728 0.484 0.532
C 1.091 0.781 -0.933
C -0.681 -0.589 2.061
C -0.708 -2.518 -1.141
C -1.341 1.987 -0.556
C -0.552 0.171 0.766
N 1.707 0.146 1.200
N 0.726 0.292 0.314
N -1.586 0.813 0.252
H 3.081 1.208 -1.597
H 3.710 0.496 0.970
H 0.626 0.794 -1.873
H -0.426 0.201 2.792
H 0.108 -1.284 2.182
H -1.759 -0.910 2.176
H -1.252 -3.386 -1.482
H -1.284 -1.641 -1.043
H -0.094 -2.722 -0.291
H -1.585 1.672 -1.558
H -2.010 2.736 -0.132
H -0.324 2.318 -0.348
H -2.514 0.502 0.567
H -0.096 -2.372 -2.036

Calculated values
E_LUMO = -4.321 eV
Multiplicity = 1
Charge = +1
HOMO-LUMO gap = 9.9 eV

## iv
C7H14N3 | wB97M-V/def2-TZVPD

Element x y z (Å)
C 2.034 0.449 -2.231
C 0.706 -0.210 -1.728
C 2.271 0.164 -0.158
C 0.454 -0.701 1.980
C -2.535 -0.922 -0.072
C -1.254 1.297 -0.080
C 0.006 -0.650 0.613
N 2.856 0.553 -1.270
N 0.957 -0.429 -0.418
N -1.356 -0.048 0.463
H 2.430 0.614 -3.238
H -0.274 -0.423 -2.275
H 2.407 0.925 0.687
H 1.121 -1.495 2.186
H 1.061 0.291 2.297
H -0.293 -0.815 2.723
H -2.067 -1.573 -0.771
H -3.039 -1.375 0.714
H -3.264 -0.183 -0.518
H -2.206 1.867 0.079
H -0.514 1.847 0.492
H -0.824 1.294 -1.113
H 3.064 -0.570 0.161
H -1.739 0.091 1.475

Calculated values
E_LUMO (spin up / spin down) = -4.015 / -3.912 eV
Multiplicity = 1
Charge = +1
HOMO-LUMO gap (spin up / spin down) = 7.1 / 7.5 eV

The least stable of them is ii.

## i
C4H13N2O2 | wB97M-V/def2-TZVPD

Element x y z (Å)
O 1.205 1.035 0.966
C 1.016 0.819 -0.221
N 1.515 1.582 -1.202
C 1.342 1.470 -2.636
C 0.129 -0.388 -0.582
N -0.631 -0.708 0.659
C -2.038 -1.100 0.454
H 2.191 2.250 -0.858
H 1.221 2.459 -3.075
H 2.216 1.066 -3.165
H 0.457 0.884 -2.865
H -0.573 -0.098 -1.356
H 0.754 -1.204 -0.942
H -0.499 0.040 1.351
H -0.127 -1.482 1.093
H -2.406 -1.716 1.274
H -2.143 -1.608 -0.502
H -2.697 -0.250 0.459
H -0.901 -1.431 4.053
H 0.326 -0.538 3.754
O -0.357 -1.082 3.342

Calculated values
E_LUMO = -2.858 eV
Multiplicity = 1
Charge = +1
HOMO-LUMO gap = 10.9 eV

## ii
C4H13N2O2 | wB97M-V/def2-TZVPD

Element x y z (Å)
O 0.096 -1.683 2.486
C 0.954 -1.675 1.630
C 0.936 -0.427 0.720
C 1.132 -0.694 -0.784
C 1.189 0.492 -1.720
N 0.065 1.415 -1.670
N -0.521 0.063 0.855
H 1.636 -2.496 1.396
H 1.623 0.315 1.187
H 0.274 -1.362 -0.967
H 1.955 -1.463 -1.015
H 1.302 0.124 -2.789
H 2.212 0.930 -1.807
H 0.185 2.339 -1.301
H -0.590 1.384 -2.484
H -1.192 -0.691 1.127
H -0.489 0.618 1.712
H -0.822 0.644 0.063
H -2.624 1.575 0.007
H -2.313 1.781 -1.557
O -2.972 1.590 -0.882

Calculated values
E_LUMO = -3.814 eV
Multiplicity = 1
Charge = +1
HOMO-LUMO gap = 10.4 eV

The least stable of them is ii.

## i
C4H13N2O2 | wB97M-V/def2-TZVPD

Element x y z (Å)
O -0.266 0.433 0.719
C -0.313 -0.670 1.181
C -0.525 -1.890 0.382
C -0.712 -1.795 -1.010
C 0.548 -1.188 -1.818
N 1.731 -1.925 -1.632
N -2.466 4.119 2.586
H -0.099 -0.805 2.252
H -0.208 -2.795 0.889
H -0.875 -2.798 -1.391
H -1.624 -1.237 -1.249
H 0.236 -1.225 -2.861
H 0.651 -0.156 -1.520
H 2.213 -2.136 -2.493
H 2.374 -1.555 -0.945
H -2.462 4.907 3.215
H -3.405 3.740 2.622
H -2.217 4.416 1.655
H 1.286 1.037 0.227
H 2.150 2.197 -0.328
O 1.961 1.259 -0.426

Calculated values
E_LUMO = -8.112 eV
Multiplicity = 1
Charge = +1
HOMO-LUMO gap = 4.0 eV

## ii
C4H13N2O2 | wB97M-V/def2-TZVPD

Element x y z (Å)
N -1.617 -1.672 -2.086
C -1.140 -1.298 -0.733
C 0.220 -0.807 -0.699
N 0.848 -0.370 0.405
C 0.168 -0.214 1.693
C 1.852 0.685 0.122
O 0.805 -0.792 -1.799
H -2.537 -2.171 -2.053
H -0.915 -2.257 -2.589
H -1.530 -0.854 -2.701
H -1.348 -2.186 -0.046
H -1.829 -0.603 -0.193
H -0.566 -1.013 1.772
H 0.893 -0.142 2.485
H -0.541 0.612 1.715
H 2.089 1.396 0.944
H 2.774 0.216 -0.166
H 1.548 1.400 -0.666
H 0.232 3.437 0.749
H 0.276 3.663 2.258
O 0.315 2.971 1.589

Calculated values
E_LUMO = -3.657 eV
Multiplicity = 1
Charge = +1
HOMO-LUMO gap = 9.6 eV

The least stable of them is i.

## i
C6H13NO | wB97M-V/def2-TZVPD

Element x y z (Å)
C 0.281 -1.566 -0.073
N 1.190 -0.484 0.192
C 0.957 0.791 -0.928
C -0.444 1.084 -1.001
C -1.309 0.956 0.042
C -0.997 1.047 1.452
C 1.603 0.375 -2.110
H -0.717 -1.440 0.374
H 0.799 -2.484 0.259
H 0.058 -1.595 -1.154
H 2.118 -0.607 -0.260
H -0.470 1.672 -1.913
H -2.376 1.131 -0.261
H -1.594 1.805 2.027
H 0.063 1.264 1.527
H 1.111 0.542 -3.009
H 1.434 1.580 -0.194
H 2.332 -0.339 -2.075
H -0.932 -0.017 1.876
H -1.908 -2.019 2.883
O -1.201 -1.696 2.347

Calculated values
E_LUMO = -3.703 eV
Multiplicity = 1
HOMO-LUMO gap = 3.1 eV

## ii
C6H13NO | wB97M-V/def2-TZVPD

Element x y z (Å)
C -2.645 0.616 0.572
O -3.371 -0.234 -0.357
C -1.146 0.152 0.711
C -0.578 -0.288 -0.618
C 0.983 -0.235 -0.451
C 1.592 -0.726 0.782
N 2.667 0.193 1.347
C 1.801 -0.214 -1.671
H -2.630 1.618 0.109
H -3.227 0.602 1.488
H -2.733 -0.551 -0.997
H -1.274 -0.715 1.369
H -0.604 0.852 1.329
H -0.808 0.352 -1.464
H -0.725 -1.362 -0.788
H 2.073 -1.693 0.892
H 2.575 0.932 0.660
H 2.386 0.508 2.266
H 1.549 0.198 -2.629
H 1.415 0.797 -0.877
H 2.699 -0.803 -1.673

Calculated values
E_LUMO = -0.843 eV
Multiplicity = 1
HOMO-LUMO gap = 5.4 eV

The least stable of them is i.

## i
C6H13NO | wB97M-V/def2-TZVPD

Element x y z (Å)
C 0.820 1.736 -0.080
N -0.437 0.907 -0.088
C -0.430 0.083 1.179
C 0.517 -1.050 0.922
C 0.588 -1.845 -0.254
C -0.379 -1.944 -1.182
C -0.481 0.702 2.459
H 1.593 1.023 -0.369
H 0.696 2.509 -0.822
H 1.055 1.970 0.955
H -1.194 1.572 0.053
H 1.230 -1.267 1.710
H 1.443 -2.496 -0.360
H -1.391 -1.608 -1.053
H -0.127 -2.705 -1.915
H 0.304 0.539 3.180
H -1.132 -0.793 0.929
H -1.446 0.976 2.876
H -0.285 0.717 -1.940
H -0.635 0.078 -3.293
O -0.309 0.896 -2.905

Calculated values
E_LUMO = -1.806 eV
Multiplicity = 1
HOMO-LUMO gap = 4.8 eV

## ii
C6H13NO | wB97M-V/def2-TZVPD

Element x y z (Å)
C -0.942 -0.657 0.307
C -0.221 1.678 -1.340
C -1.442 -1.254 -0.987
C -0.006 1.399 0.104
N -0.210 2.120 1.093
H -0.015 1.782 2.027
H -1.658 0.027 0.759
H -0.725 -1.422 1.051
H 0.186 0.880 -1.959
H 0.265 2.623 -1.587
H -1.290 1.773 -1.530
H -0.618 -1.696 -1.554
H -1.933 -0.515 -1.622
H -2.170 -2.049 -0.795
C 1.631 -0.900 1.460
C 1.161 -0.480 0.083
O 1.455 -1.005 -0.975
H 1.256 0.737 0.096
H 1.157 -0.319 2.250
H 1.404 -1.956 1.606
H 2.714 -0.765 1.511

Calculated values
E_LUMO = 0.636 eV
Multiplicity = 1
HOMO-LUMO gap = 8.7 eV

## iii
C6H13NO | wB97M-V/def2-TZVPD

Element x y z (Å)
C -0.940 0.641 -0.123
C 0.720 0.565 0.575
C -2.196 -0.133 0.731
C -0.468 -1.183 -1.639
C 1.704 1.514 -0.066
C 1.244 -0.814 0.883
N -0.466 0.202 -1.273
O -3.228 0.353 0.097
H -1.138 1.713 -0.124
H 0.316 1.004 1.491
H -2.031 -1.228 0.684
H -2.036 0.184 1.785
H 0.297 -1.353 -2.397
H -0.377 -1.915 -0.833
H -1.443 -1.359 -2.115
H 1.965 -0.715 1.701
H 2.473 1.766 0.672
H 1.215 2.438 -0.374
H 2.188 1.067 -0.932
H 0.453 -1.480 1.226
H 1.748 -1.266 0.029

Calculated values
E_LUMO (spin up / spin down) = 0.163 / -1.257 eV
Multiplicity = 1
HOMO-LUMO gap (spin up / spin down) = 9.1 / 6.5 eV

The least stable of them is i.